P) C5H14 | ωB97M-V with the def2-TZVPD basis set

HOMO energy: -0.42165 hartree
Gap between HOMO and LUMO: 12.542 eV
SMILES: CCC.CC

Geometry as ORCA input:
```
! wB97M-V def2-TZVPD RIJCOSX def2/J DEFGRID3
* xyz 0 1
C -0.14 2.86 1.19
C 0.19 1.78 0.17
C 0.89 2.39 -1.08
H -0.79 3.62 0.76
H -0.77 2.46 2.00
H 0.79 3.26 1.57
H 0.82 1.00 0.58
H -0.70 1.33 -0.25
H 1.97 2.48 -0.95
H 0.73 1.69 -1.91
H 0.52 3.39 -1.32
C -1.19 -3.38 -0.27
C 0.33 -3.20 0.07
H -1.24 -3.83 -1.25
H -1.66 -4.00 0.49
H -1.76 -2.46 -0.28
H 0.63 -3.64 1.02
H 0.88 -3.61 -0.77
H 0.50 -2.14 0.24
*
```

***

Q) C5H14 | ωB97M-V with the def2-TZVPD basis set

HOMO energy: -0.40380 hartree
Gap between HOMO and LUMO: 12.077 eV
SMILES: CCC.CC

Geometry as ORCA input:
```
! wB97M-V def2-TZVPD RIJCOSX def2/J DEFGRID3
* xyz 0 1
C 0.81 0.62 -0.42
C 1.37 1.54 -1.53
C 0.33 2.12 -2.47
H 1.49 -0.23 -0.36
H -0.15 0.22 -0.74
H 0.73 1.03 0.57
H 2.10 2.20 -1.06
H 2.13 0.96 -2.07
H 0.59 3.08 -2.92
H 0.14 1.39 -3.26
H -0.59 2.29 -1.91
C -1.07 -2.17 2.75
C -1.15 -1.63 1.32
H -2.06 -2.28 3.21
H -0.58 -3.14 2.78
H -0.57 -1.47 3.41
H -0.56 -0.74 1.12
H -2.18 -1.44 1.01
H -0.79 -2.35 0.58
*
```

***

R) C5H14 | ωB97M-V with the def2-TZVPD basis set

HOMO energy: -0.41831 hartree
Gap between HOMO and LUMO: 12.508 eV
SMILES: CCC.CC

Geometry as ORCA input:
```
! wB97M-V def2-TZVPD RIJCOSX def2/J DEFGRID3
* xyz 0 1
C -2.07 -2.48 0.69
C -0.83 -1.74 0.14
C -0.05 -1.03 1.23
H -2.99 -2.07 0.26
H -2.13 -2.39 1.77
H -2.06 -3.54 0.46
H -0.20 -2.50 -0.32
H -1.15 -1.08 -0.66
H -0.75 -0.52 1.90
H 0.57 -1.72 1.81
H 0.60 -0.23 0.88
C 1.85 1.87 -0.74
C 0.95 2.98 -1.31
H 2.74 1.75 -1.35
H 2.04 2.04 0.32
H 1.32 0.91 -0.76
H 0.76 2.79 -2.37
H -0.02 3.01 -0.81
H 1.44 3.94 -1.15
*
```

***

S) C5H14 | ωB97M-V with the def2-TZVPD basis set

HOMO energy: -0.40194 hartree
Gap between HOMO and LUMO: 12.052 eV
SMILES: CCC.CC

Geometry as ORCA input:
```
! wB97M-V def2-TZVPD RIJCOSX def2/J DEFGRID3
* xyz 0 1
C -0.75 -1.56 -1.78
C -1.68 -1.64 -0.57
C -1.41 -0.50 0.39
H -0.88 -0.69 -2.43
H -0.72 -2.47 -2.39
H 0.22 -1.44 -1.29
H -2.74 -1.92 -0.73
H -1.49 -2.61 -0.09
H -0.41 -0.44 0.83
H -1.64 0.50 0.00
H -2.14 -0.47 1.22
C 1.70 1.74 1.65
C 1.95 1.81 0.15
H 2.14 0.81 2.06
H 2.02 2.61 2.23
H 0.70 1.66 2.10
H 3.01 2.13 0.15
H 1.34 2.57 -0.32
H 2.06 0.79 -0.23
*
```

***

Which structure is most stable? R), by 14.1 kJ/mol over the runner-up.

***

P) C5H14 | ωB97M-V with the def2-TZVPD basis set

HOMO energy: -0.41661 hartree
Gap between HOMO and LUMO: 12.467 eV
SMILES: CCC.CC

Geometry as ORCA input:
```
! wB97M-V def2-TZVPD RIJCOSX def2/J DEFGRID3
* xyz 0 1
C 0.12 -0.42 2.62
C -0.90 0.36 1.78
C -0.14 1.50 1.06
H 0.61 0.19 3.37
H 0.76 -0.97 1.93
H -0.44 -1.15 3.22
H -1.30 -0.32 1.03
H -1.73 0.86 2.28
H 0.92 1.28 0.88
H -0.36 1.81 0.03
H -0.20 2.46 1.58
C 0.23 -0.51 -1.77
C 0.47 -0.92 -3.21
H -0.78 -0.14 -1.57
H 0.39 -1.34 -1.08
H 0.90 0.25 -1.36
H -0.22 -1.70 -3.55
H 1.49 -1.21 -3.45
H 0.18 -0.05 -3.80
*
```

***

Q) C5H14 | ωB97M-V with the def2-TZVPD basis set

HOMO energy: -0.39269 hartree
Gap between HOMO and LUMO: 11.803 eV
SMILES: CCC.CC

Geometry as ORCA input:
```
! wB97M-V def2-TZVPD RIJCOSX def2/J DEFGRID3
* xyz 0 1
C 0.44 0.00 1.72
C 1.02 -1.07 0.76
C 1.96 -2.03 1.48
H 0.46 -0.46 2.71
H -0.44 0.63 1.70
H 1.18 0.81 1.84
H 0.13 -1.69 0.46
H 1.22 -0.64 -0.21
H 2.91 -1.41 1.45
H 1.85 -2.32 2.51
H 2.09 -2.97 0.93
C -1.21 1.84 -1.46
C -2.03 0.91 -2.32
H -1.72 2.67 -0.98
H -0.65 1.34 -0.67
H -0.53 2.38 -2.11
H -2.65 0.18 -1.80
H -2.66 1.48 -3.01
H -1.36 0.36 -3.00
*
```

***

Which structure is most stable? P), by 47.5 kJ/mol over the runner-up.

***

P) C5H14 | ωB97M-V with the def2-TZVPD basis set

HOMO energy: -0.41687 hartree
Gap between HOMO and LUMO: 12.463 eV
SMILES: CCC.CC

Geometry as ORCA input:
```
! wB97M-V def2-TZVPD RIJCOSX def2/J DEFGRID3
* xyz 0 1
C 0.36 2.35 -0.97
C -0.66 1.13 -0.95
C -0.37 -0.17 -1.71
H 1.41 2.31 -0.52
H -0.21 3.21 -0.41
H 0.51 2.88 -1.91
H -1.03 0.92 0.07
H -1.49 1.60 -1.49
H -0.70 -0.19 -2.71
H 0.64 -0.45 -1.52
H -0.96 -1.04 -1.27
C 1.01 -1.79 1.46
C -0.32 -1.45 2.06
H 1.47 -2.42 2.12
H 0.77 -2.13 0.50
H 1.68 -0.98 1.23
H -0.51 -1.06 3.04
H -0.84 -0.68 1.43
H -0.90 -2.38 2.15
*
```

***

Q) C5H14 | ωB97M-V with the def2-TZVPD basis set

HOMO energy: -0.41613 hartree
Gap between HOMO and LUMO: 12.465 eV
SMILES: CCC.CC

Geometry as ORCA input:
```
! wB97M-V def2-TZVPD RIJCOSX def2/J DEFGRID3
* xyz 0 1
C 0.31 -0.54 1.41
C 1.27 -0.57 0.21
C 2.60 -1.24 0.55
H 0.52 -1.41 2.03
H -0.73 -0.55 1.09
H 0.55 0.35 2.01
H 0.84 -1.05 -0.66
H 1.52 0.42 -0.17
H 2.47 -2.07 1.26
H 3.19 -1.64 -0.27
H 3.22 -0.56 1.13
C -1.46 1.51 -0.67
C -2.45 0.69 -1.51
H -1.12 2.45 -1.13
H -1.94 1.89 0.23
H -0.60 0.91 -0.41
H -2.77 1.20 -2.42
H -3.36 0.50 -0.92
H -2.07 -0.30 -1.76
*
```

***

Which structure is most stable? Q), by 88.2 kJ/mol over the runner-up.

***

P) C5H14 | ωB97M-V with the def2-TZVPD basis set

HOMO energy: -0.40395 hartree
Gap between HOMO and LUMO: 12.067 eV
SMILES: CCC.CC

Geometry as ORCA input:
```
! wB97M-V def2-TZVPD RIJCOSX def2/J DEFGRID3
* xyz 0 1
C -0.74 -1.27 -1.31
C 0.53 -1.72 -0.61
C 0.12 -2.38 0.71
H -0.40 -1.09 -2.37
H -1.24 -0.35 -0.98
H -1.49 -2.03 -1.47
H 1.02 -2.58 -1.09
H 1.25 -0.96 -0.44
H 0.15 -3.54 0.77
H 0.73 -1.99 1.54
H -0.96 -2.00 0.92
C 0.54 2.70 1.20
C -0.44 2.58 0.00
H 0.20 2.28 2.11
H 1.29 1.82 0.99
H 1.27 3.53 1.13
H -0.63 1.46 -0.03
H 0.07 2.69 -0.96
H -1.27 3.23 0.04
*
```

***

Q) C5H14 | ωB97M-V with the def2-TZVPD basis set

HOMO energy: -0.41112 hartree
Gap between HOMO and LUMO: 12.330 eV
SMILES: CCC.CC

Geometry as ORCA input:
```
! wB97M-V def2-TZVPD RIJCOSX def2/J DEFGRID3
* xyz 0 1
C -1.24 -0.34 -0.80
C -0.86 -1.76 -1.32
C -0.40 -2.60 -0.15
H -0.25 0.13 -0.71
H -1.86 0.29 -1.47
H -1.66 -0.42 0.20
H -1.72 -2.19 -1.87
H -0.11 -1.59 -2.10
H -0.30 -3.68 -0.40
H 0.57 -2.25 0.18
H -1.11 -2.67 0.67
C 0.94 2.84 0.70
C 1.22 1.41 1.30
H 0.75 3.54 1.51
H 1.76 3.06 0.00
H 0.09 2.92 0.00
H 0.38 0.74 1.35
H 2.06 1.11 0.65
H 1.76 1.47 2.26
*
```

***

Which structure is most stable? Q), by 68.0 kJ/mol over the runner-up.